Below is 5 unconnected molecules or ions with the total composition C3H16O5, with properties calculated with wB97M-V/def2-TZVPD.

Cartesian coordinates (Å):
O -0.31041 0.22393 4.29233
O -1.12595 2.36780 0.82011
O -0.82577 -1.31110 -0.43578
O 0.09628 0.01395 1.63912
O 2.24482 1.51912 0.55515
C -1.10439 -1.99315 -2.72161
C 1.04590 -0.76079 -1.98534
C -0.52136 -0.97571 -1.74424
H 1.27670 -0.56222 -3.03195
H -0.55354 -1.99741 -3.66217
H -0.39017 0.18538 2.44879
H -1.72021 2.20222 0.08822
H 0.30028 0.80091 1.12856
H -1.04334 -0.07151 -2.05738
H -0.25101 -0.46847 4.95057
H 2.35737 2.46385 0.44992
H -1.00124 0.80281 4.61461
H -1.06113 3.32172 0.86554
H 1.55658 -1.67610 -1.68619
H -0.45812 -0.52144 1.06675
H 3.03774 1.23193 1.00796
H -0.94438 -2.99557 -2.32455
H 1.53362 -0.05327 -1.31479
H -2.13827 -1.74690 -2.96361

Output
- net charge = 0
- lowest unoccupied orbital energy (eV) = -0.16
- energy above the lowest of the compared OMol25 structures with the same formula, charge and spin (kcal per mole) = 70.9
- F_max (hartree/bohr) = 0.088
- gap between HOMO and LUMO (eV) = 6.223

---

Below is a molecular structure, C3H16O5, with properties calculated with wB97M-V/def2-TZVPD.

Cartesian coordinates (Å):
O 0.87418 -1.77991 -0.85933
O -0.29471 -0.17515 2.80992
O -0.86840 -1.77206 1.15513
O -2.04302 -0.00246 -0.73324
O -0.15669 0.03698 -2.30866
C 2.05467 0.85128 -0.11257
C 0.85077 1.69326 -0.43103
C -0.17987 1.74182 0.67773
H -0.63520 -1.07343 1.94298
H 0.18517 -1.93561 -0.21812
H -2.70717 -0.68877 -0.82118
H -1.16944 -2.59277 1.59123
H 1.73001 -0.11038 0.27117
H 1.15210 2.70888 -0.69415
H 0.36789 1.24694 -1.38695
H -1.02871 2.29404 0.35598
H 2.66325 0.67776 -0.97587
H -0.46677 0.75848 0.98974
H 2.65163 1.28978 0.68311
H -0.37519 -0.46525 3.72877
H -1.43103 -0.03205 -1.51769
H 0.22014 2.23457 1.58500
H 0.48056 -1.12481 -1.46288
H -0.19187 -0.00090 -3.27419

Output
- net charge = 0
- lowest unoccupied orbital energy (eV) = -5.62
- energy above the lowest of the compared OMol25 structures with the same formula, charge and spin (kcal per mole) = 212.4
- F_max (hartree/bohr) = 0.063
- gap between HOMO and LUMO (eV) = 3.693

---

Below is a molecular structure, C3H17HfO7, with properties calculated with wB97M-V/def2-TZVPD.

Cartesian coordinates (Å):
Hf -0.11000 0.22867 -0.21170
O -1.89270 0.07921 0.55044
O 1.77327 0.65683 -0.02305
O 0.18945 0.88752 2.02050
O -1.25058 0.64542 -1.96045
O 0.01644 -1.63377 0.86537
O -0.29013 2.31939 -0.16016
O 0.63178 -0.98725 -1.55709
C 2.81571 0.07121 0.75713
C -3.31851 0.19683 0.60660
C 1.62320 -1.88922 -1.88024
H 2.36787 -1.42048 -2.50457
H -3.78300 -0.80238 0.38516
H 2.75914 0.54327 1.72249
H 0.31927 2.96404 0.13580
H -1.17832 2.61594 0.12671
H 2.60892 -0.94286 0.97442
H -1.22803 1.39705 -2.58360
H 1.11061 -2.73222 -2.26766
H -0.79389 -1.98782 1.34470
H -1.70484 -0.05891 -2.39975
H -0.49382 1.18812 2.66838
H 0.48901 -2.33389 0.44104
H 3.70581 0.32161 0.31037
H 0.95294 1.38221 2.34035
H -3.75596 0.62816 1.47357
H 2.04092 -2.22066 -0.92342
H -3.60456 0.88397 -0.25133

Output
- net charge = +1
- lowest unoccupied orbital energy (eV) = -3.27
- energy above the lowest of the compared OMol25 structures with the same formula, charge and spin (kcal per mole) = 0.0
- F_max (hartree/bohr) = 0.065
- gap between HOMO and LUMO (eV) = 8.685

---

Below is 4 unconnected molecules or ions with the total composition C3H17N2O3, with properties calculated with wB97M-V/def2-TZVPD.

Cartesian coordinates (Å):
O 2.03105 0.97276 4.97674
O 1.87767 0.09633 2.34212
O -3.15552 0.07372 -4.87663
N -0.39798 -0.12829 -1.71617
N -0.56598 0.19225 1.29722
C -0.59677 -1.15215 0.59076
C 0.08162 -1.16968 -0.81191
C 0.60961 0.64501 -2.43168
H 1.16653 -1.18000 -0.72364
H 0.11513 1.49726 -2.88214
H 0.02323 0.09763 2.13161
H 2.61693 -0.22424 1.80576
H -3.90929 0.09349 -4.26796
H -1.03221 -0.49512 -2.41558
H -1.62690 -1.45547 0.47084
H -0.13911 0.86999 0.66731
H 1.31852 1.00815 -1.72566
H 1.97063 0.05114 5.27106
H -0.16183 -2.13932 -1.25015
H -1.51066 0.56445 1.40876
H -0.06900 -1.88613 1.18007
H 2.23844 0.77309 2.94147
H 1.03457 0.04040 -3.24141
H 1.65896 1.41149 5.75597
H -3.14919 0.98177 -5.21178

Output
- 2S+1 = 2
- net charge = +2
- lowest unoccupied orbital energy (spin up / spin down) (eV) = -6.94 / -12.35
- energy above the lowest of the compared OMol25 structures with the same formula, charge and spin (kcal per mole) = 15.2
- F_max (hartree/bohr) = 0.068
- gap between HOMO and LUMO (spin up / spin down) (eV) = 10.093 / 4.686

---

Below is 5 unconnected molecules or ions with the total composition C3H17N2O4S, with properties calculated with wB97M-V/def2-TZVPD.

Cartesian coordinates (Å):
S 0.77853 -2.25405 -1.15072
O 2.72572 0.45081 -1.62271
O -0.59895 -0.56343 3.16064
O 1.21533 2.07817 0.89115
O 1.69525 -0.65359 1.18512
N -1.73657 0.62435 1.24286
N -0.91972 0.28953 -2.48873
C -0.90581 -1.52500 -0.87907
C -0.85605 0.02077 -1.02346
C -1.84244 0.83941 -0.20238
H 2.08585 1.93644 0.48576
H -0.55659 1.19072 -2.79427
H -1.04534 1.14407 1.70097
H -1.53806 -1.91333 -1.67553
H 1.11300 1.15569 1.19445
H -0.18973 -1.12832 2.48235
H -0.20964 -0.33143 -2.87261
H 0.15310 0.29884 -0.65783
H 1.78731 0.64146 -1.49275
H 1.27685 -1.20024 0.42944
H -1.76772 1.93827 -0.32333
H 0.03852 0.16091 3.15624
H -2.92048 0.72331 -0.42005
H 2.74154 -0.50176 -1.44753
H -1.29023 -1.81519 0.10784
H 2.35326 -1.29042 1.48108
H -1.58692 -0.31598 1.53308

Output
- net charge = -1
- lowest unoccupied orbital energy (eV) = 3.32
- energy above the lowest of the compared OMol25 structures with the same formula, charge and spin (kcal per mole) = 16.2
- F_max (hartree/bohr) = 0.036
- gap between HOMO and LUMO (eV) = 7.287

---

Below is 5 unconnected molecules or ions with the total composition C3H17N2O5, with properties calculated with wB97M-V/def2-TZVPD.

Cartesian coordinates (Å):
O -0.19619 1.56877 3.24848
O -0.50096 -0.51682 1.12574
O 2.34683 0.16010 0.74920
O 0.85045 -2.32911 -0.10662
O 0.76657 2.13784 -0.88451
N -2.46234 0.67371 0.77411
N 0.21256 -0.41226 -1.59159
C -1.38183 -0.04851 0.35308
C 0.45724 -1.18359 -2.90888
C -1.20753 -0.28323 -1.24072
H 0.51320 1.10387 2.80760
H -0.85464 0.81095 3.44190
H 3.28290 0.12299 1.02159
H 1.50636 -1.43808 -2.95892
H 0.25505 -1.87751 0.54301
H 1.52988 -2.70037 0.48472
H -0.31044 -2.01902 -3.00992
H -1.83946 -1.26534 -1.33102
H 1.83580 -0.27944 1.42605
H 0.23574 -0.42584 -3.64697
H -2.65224 0.88045 1.73745
H -3.26699 0.62628 0.12248
H 0.82478 -0.83738 -0.82463
H 1.23354 1.75811 -0.10880
H 0.61030 0.55908 -1.71494
H 1.08746 3.03626 -0.85032
H -1.63136 0.54453 -1.88164

Output
- 2S+1 = 2
- net charge = 0
- lowest unoccupied orbital energy (spin up / spin down) (eV) = 0.24 / 0.17
- energy above the lowest of the compared OMol25 structures with the same formula, charge and spin (kcal per mole) = 14.9
- F_max (hartree/bohr) = 0.077
- gap between HOMO and LUMO (spin up / spin down) (eV) = 3.097 / 8.735

---

Below is 7 unconnected molecules or ions with the total composition C3H18N2O8, with properties calculated with wB97M-V/def2-TZVPD.

Cartesian coordinates (Å):
O -0.84303 -4.27065 -2.08243
O 2.37894 -0.80333 0.84106
O 0.82511 0.99405 2.66144
O -1.06117 -1.16079 1.97426
O -0.57003 2.71055 0.97719
O 1.74375 2.89334 -0.51262
O -3.59044 1.35276 0.63461
O 1.68515 1.20242 -2.96711
N -1.80060 -0.76976 -0.11286
N 0.12630 -2.14808 0.29114
C 2.06773 -0.77990 -0.32096
C -0.85480 -1.26803 0.75980
C 0.94504 -1.65321 -0.81949
H 1.26261 -2.34290 -1.60845
H -0.73911 -3.83288 -1.22828
H -2.44880 -0.24022 0.47564
H 0.20402 -1.18662 -1.48864
H 0.32897 0.22880 2.34961
H 2.17771 1.68725 -2.28959
H 2.57561 -0.17238 -1.07774
H 0.72769 -2.54529 0.99845
H -1.28284 -0.43161 -0.90133
H -2.82112 1.93200 0.82138
H 1.14763 1.92965 -3.29082
H -3.85388 0.89231 1.43879
H 2.23094 2.71431 0.29009
H -0.76553 3.41929 1.60179
H -0.05916 2.06911 1.52036
H 0.79713 2.98453 -0.24618
H -1.79587 -4.28785 -2.19032
H 1.26206 0.88312 3.50118

Output
- net charge = 0
- lowest unoccupied orbital energy (eV) = 0.28
- energy above the lowest of the compared OMol25 structures with the same formula, charge and spin (kcal per mole) = 23.4
- F_max (hartree/bohr) = 0.054
- gap between HOMO and LUMO (eV) = 10.397

---

Below is 5 unconnected molecules or ions with the total composition C3H18NO4, with properties calculated with wB97M-V/def2-TZVPD.

Cartesian coordinates (Å):
O -2.44477 -2.23859 0.09266
O 2.45296 -0.22089 -2.37345
O 2.00904 -2.08955 -0.39368
O -0.85882 0.85661 -2.80175
N -0.17990 0.04146 0.11619
C -1.62050 1.24022 1.84565
C -0.18002 0.56824 1.49361
C 0.98898 1.42774 1.76429
H -1.27459 1.44044 -3.30695
H 0.79773 2.26600 1.05552
H -2.53936 -3.16835 0.17827
H 0.62190 -0.47942 -0.04556
H 2.29888 -3.02817 -0.35594
H 3.08462 -0.00113 -3.04753
H 1.89405 0.86534 1.53389
H 0.93876 1.80965 2.88577
H -3.43341 -2.09375 0.20469
H 2.57037 0.36781 -1.55994
H -1.00449 -0.54701 0.09581
H -2.42099 0.66332 1.61953
H 2.04102 -2.11167 -1.33728
H -0.31184 0.27655 -3.41831
H -1.45409 1.55329 2.84266
H -0.13656 0.86134 -0.55047
H -1.72724 2.11735 1.22515
H -0.11173 -0.37682 2.23715

Output
- net charge = +1
- lowest unoccupied orbital energy (eV) = -2.69
- energy above the lowest of the compared OMol25 structures with the same formula, charge and spin (kcal per mole) = 48.6
- F_max (hartree/bohr) = 0.137
- gap between HOMO and LUMO (eV) = 12.195

---

Below is 6 unconnected molecules or ions with the total composition C3H18NO6S2, with properties calculated with wB97M-V/def2-TZVPD.

Cartesian coordinates (Å):
S 0.10059 0.76695 -2.67121
S -1.93680 1.07391 -2.62416
O -0.48458 4.25375 -1.20960
O 2.42352 3.05147 2.07954
O -1.34252 -1.79696 2.40109
O 0.20357 -3.78237 -1.20217
O -0.45185 0.87127 1.97068
O -2.91954 2.05320 1.56133
N 1.46930 -0.52240 -0.12720
C 0.46873 -0.94511 -2.32277
C 1.07755 -2.84435 -0.61594
C 0.57172 -1.34277 -0.92302
H -0.30673 -1.56597 -2.83968
H 2.13403 0.00866 -0.64381
H -0.75402 0.01262 1.58290
H 1.01235 -3.10756 0.45694
H 2.04391 -2.99861 -0.97212
H -2.10487 -2.29620 2.83318
H 1.42718 -1.38899 -2.75934
H 3.07198 2.60407 1.67236
H -2.21783 1.75370 1.20003
H -0.00803 0.70465 2.91738
H 1.00754 -0.06751 0.64175
H 1.53787 2.71010 1.90678
H -0.95494 3.65357 -1.69062
H -0.06574 3.48269 -0.82460
H -0.53248 -1.41278 -0.53895
H -1.37483 -2.34666 1.48516
H -0.18732 -3.52054 -1.98792
H -2.90775 2.93818 1.24398

Output
- net charge = -1
- lowest unoccupied orbital energy (eV) = 2.48
- F_max (hartree/bohr) = 0.184
- gap between HOMO and LUMO (eV) = 5.421

---

Below is 6 unconnected molecules or ions with the total composition C3H18O5, with properties calculated with wB97M-V/def2-TZVPD.

Cartesian coordinates (Å):
O 0.31758 0.43882 2.48915
O -2.71873 -0.86208 -0.06430
O -1.55653 -1.81654 -2.70699
O 2.63101 2.22966 1.80635
O -2.11670 1.59720 0.94138
C 1.45552 -1.58909 -0.03528
C 1.78745 -0.67172 -1.21995
C 0.86139 0.61211 -1.19590
H 2.79046 -0.26782 -1.12538
H 1.75277 -1.32441 -2.09908
H 1.71079 -2.64232 -0.31238
H -1.18931 -2.46937 -3.32186
H -0.47332 0.10784 2.03884
H 1.80632 -1.20599 0.90964
H -3.30677 -0.74443 -0.81944
H 0.38969 0.71941 -0.20619
H -2.19008 -1.64173 -0.31279
H -1.75657 2.44857 0.69941
H 0.47016 -0.28740 3.12718
H 1.95458 1.56572 1.95938
H -1.03630 -1.02415 -2.83645
H 1.40817 1.53568 -1.38565
H -2.49730 1.10175 0.20300
H 0.38902 -1.84327 -0.08418
H 2.57838 2.55713 0.89065
H 0.08339 0.51701 -1.93760

Output
- net charge = 0
- lowest unoccupied orbital energy (eV) = 0.29
- energy above the lowest of the compared OMol25 structures with the same formula, charge and spin (kcal per mole) = 11.4
- F_max (hartree/bohr) = 0.048
- gap between HOMO and LUMO (eV) = 11.083